The following is a quantum chemistry calculation of a structure of composition C2HI3O at a distorted geometry, from the Open Molecules 2025 dataset.

Results
- E_tot (Ha) = -1044.9341
- HOMO level (alpha / beta) (eV) = -6.6367 / -9.4155
- 2S+1 = 3
- gap between HOMO and LUMO (alpha / beta) (eV) = 5.57 / 7.72

Geometry (Å):
C  0.05111  -1.56295  0.65552
C  -0.22770  0.95817  -0.52514
O  0.17472  -1.30989  1.79701
I  -1.87599  1.53193  -1.58773
I  0.16979  1.86024  1.45733
I  1.65515  0.65837  -1.58800
H  0.05293  -2.13586  -0.20898


The following is a quantum chemistry calculation of a cluster of 2 separate species, C2HIS in total at a distorted geometry, from the Open Molecules 2025 dataset.

Results
- E_tot (Ha) = -772.3154
- HOMO level (alpha / beta) (eV) = -7.3795 / -7.3690
- relative energy (zero: lowest compared OMol25 entry of this formula, charge and spin) (kcal per mole) = 189.7
- 2S+1 = 1
- gap between HOMO and LUMO (alpha / beta) (eV) = 5.71 / 5.71

Geometry (Å):
C  1.09334  1.45486  -0.37060
C  3.84231  1.52894  0.20915
S  0.99615  -0.07183  -0.07627
I  4.55252  -0.28113  0.00313
H  -0.10617  -0.75072  -0.83014


The following is a quantum chemistry calculation of a structure of composition C2HLi2O2Rb at a distorted geometry, from the Open Molecules 2025 dataset.

Results
- E_tot (Ha) = -266.2969
- HOMO level (alpha / beta) (eV) = -3.7396 / -5.5165
- relative energy (zero: lowest compared OMol25 entry of this formula, charge and spin) (kcal per mole) = 8.3
- 2S+1 = 1
- gap between HOMO and LUMO (alpha / beta) (eV) = 2.84 / 4.62

Geometry (Å):
O  -1.77005  -0.56429  -0.72471
C  -0.41514  -0.59630  -0.75399
C  0.26367  -0.38708  0.41794
Li  -1.61380  -1.39474  0.99454
Li  -0.50981  2.02157  2.50593
H  0.08510  -0.96013  -1.68719
Rb  2.52441  1.59378  -1.44511
O  1.43562  0.28719  0.69259


The following is a quantum chemistry calculation of a structure of composition C2HLi3O2 at a distorted geometry, from the Open Molecules 2025 dataset.

Results
- E_tot (Ha) = -249.8356
- HOMO level (alpha / beta) (eV) = -5.0636 / -5.0628
- relative energy (zero: lowest compared OMol25 entry of this formula, charge and spin) (kcal per mole) = 0.0
- 2S+1 = 1
- gap between HOMO and LUMO (alpha / beta) (eV) = 4.72 / 4.72

Geometry (Å):
O  1.43679  1.14796  0.28768
C  0.29963  0.75001  -0.33607
C  -0.44091  -0.20006  0.31480
Li  0.33126  1.13134  1.77723
Li  0.31380  -1.85917  1.16318
H  -0.00350  1.29532  -1.26493
Li  -0.82922  -0.94129  -1.81852
O  -1.10784  -1.32412  -0.12337